1.
Density functional theory data (the ωB97M-V functional and the def2-TZVPD basis) for a structure of composition C16H21BCl2MnO4.

The geometry in XYZ format:
```
45
Properties=species:S:1:pos:R:3:nbo_charge:R:1
C 0.359 -1.294 -2.288 -0.058
C 1.295 -0.202 -2.420 -0.247
C 0.531 1.012 -2.206 -0.101
C 2.653 -0.333 -2.994 -0.632
C -0.834 0.643 -2.027 -0.114
C -0.929 -0.774 -2.059 -0.116
C -2.159 -1.608 -1.954 -0.618
C 0.669 -2.728 -2.384 -0.630
C 1.009 2.398 -2.348 -0.647
C -1.977 1.589 -1.973 -0.622
Mn 1.610 0.016 -0.060 1.207
Cl 3.564 1.047 -0.126 -0.738
Cl 0.756 1.581 1.565 -0.382
O -1.823 0.471 1.950 -0.920
H 2.770 -1.334 -3.413 0.188
H 3.418 -0.182 -2.231 0.226
H 2.829 0.392 -3.797 0.181
H 1.978 2.508 -1.850 0.232
H 0.312 3.114 -1.894 0.195
H 1.127 2.684 -3.402 0.168
H -1.690 2.528 -1.471 0.198
H -2.840 1.156 -1.438 0.193
H -2.317 1.864 -2.990 0.175
H -3.064 -1.004 -1.805 0.191
H -2.075 -2.301 -1.101 0.205
H -2.312 -2.231 -2.854 0.176
H 1.748 -2.923 -2.364 0.198
H 0.267 -3.131 -3.326 0.171
H 0.211 -3.284 -1.549 0.221
H -2.103 1.274 1.480 0.483
O 0.715 -1.535 0.562 -1.186
H -0.032 -1.308 1.151 0.443
O -0.167 -0.279 3.518 -0.654
B -0.734 0.833 2.729 1.039
O -0.914 1.990 3.658 -0.667
C -0.360 1.608 4.805 0.280
C -0.234 2.327 5.988 -0.299
C -0.044 1.587 7.149 -0.258
C 0.217 0.209 7.107 -0.266
C 0.348 -0.475 5.895 -0.276
C 0.033 0.226 4.741 0.273
H -0.302 3.411 5.974 0.204
H -0.111 2.093 8.111 0.187
H 0.329 -0.346 8.038 0.187
H 0.623 -1.528 5.820 0.210
```

Calculated values
* E_LUMO (alpha / beta): 5.0 / 5.0 eV
* charge: -2
* highest occupied orbital energy (alpha / beta): -0.29 / -0.25 eV
* orbital gap (alpha / beta): 5.304 / 5.263 eV
* spin multiplicity: 4
* expectation value of S²: 3.95



2.
Density functional theory data (the ωB97M-V functional and the def2-TZVPD basis) for the ion C5H8NO with charge +1.

The geometry in XYZ format:
```
15
Properties=species:S:1:pos:R:3:nbo_charge:R:1
C 1.457 0.910 0.424 -0.089
C 0.170 0.343 0.774 -0.245
C 2.280 0.586 -0.643 -0.383
C -0.531 -0.341 -0.156 0.047
C -1.806 -0.972 0.028 -0.676
N 3.475 -0.260 -0.399 0.310
O 3.817 -0.698 0.611 -0.002
H 1.918 1.502 1.223 0.232
H -0.111 0.446 1.777 0.244
H 1.787 -0.171 -1.277 0.266
H 2.813 1.420 -1.316 0.337
H -0.067 -0.623 -1.054 0.187
H -1.823 -1.258 1.158 0.253
H -2.024 -1.643 -0.697 0.247
H -2.535 -0.242 -0.193 0.273
```

Calculated values
* E_LUMO (alpha / beta): -7.1 / -7.2 eV
* charge: +1
* energy above the lowest of the compared OMol25 structures with the same formula, charge and spin: 211.4 kJ/mol
* highest occupied orbital energy (alpha / beta): -12.40 / -15.31 eV
* orbital gap (alpha / beta): 5.249 / 8.116 eV
* spin multiplicity: 3
* expectation value of S²: 2.03



3.
Density functional theory data (the ωB97M-V functional and the def2-TZVPD basis) for a cluster of 2 separate species, C7H10 in total.

The geometry in XYZ format:
```
17
Properties=species:S:1:pos:R:3:nbo_charge:R:1
C 1.423 0.796 -0.570 -0.656
C 0.160 0.935 0.248 0.003
C -0.443 2.132 0.336 -0.338
C -0.881 -0.119 0.266 -0.223
C -1.154 -1.021 -0.871 -0.426
C -0.432 -1.709 0.172 -0.114
C 0.365 -2.316 0.983 -0.203
H 1.993 1.731 -0.577 0.223
H 2.075 -0.006 -0.217 0.239
H 1.148 0.586 -1.612 0.210
H 0.889 -0.751 1.956 -0.024
H -1.362 2.313 0.895 0.197
H -0.106 2.953 -0.289 0.193
H -1.669 0.074 0.997 0.230
H -0.557 -0.885 -1.764 0.236
H -2.172 -1.340 -1.015 0.236
H 0.722 -3.372 1.062 0.219
```

Calculated values
* E_LUMO (alpha / beta): 0.1 / 0.1 eV
* charge: 0
* energy above the lowest of the compared OMol25 structures with the same formula, charge and spin: 720.2 kJ/mol
* highest occupied orbital energy (alpha / beta): -7.73 / -7.74 eV
* orbital gap (alpha / beta): 7.781 / 7.787 eV



4.
Density functional theory data (the ωB97M-V functional and the def2-TZVPD basis) for the molecule C7H11N4O3P.

The geometry in XYZ format:
```
26
Properties=species:S:1:pos:R:3:nbo_charge:R:1
C -1.417 2.332 -0.493 0.116
C -1.896 -0.001 -1.057 0.335
C 0.266 1.697 1.188 -0.178
C 0.051 -0.883 -2.257 0.794
C 0.904 -3.338 0.358 -0.626
C -0.963 3.707 1.374 -0.429
C 1.079 -2.178 1.351 -0.063
N -1.580 1.195 -1.052 -0.359
N -0.520 2.520 0.634 -0.387
N -1.320 -0.966 -1.812 -0.652
N 0.781 -0.039 -1.472 -0.991
O 0.469 -1.568 -3.153 -0.574
O 2.375 0.429 0.353 -1.099
O 0.354 -1.027 1.035 -0.817
P 0.894 0.283 0.292 2.129
H -1.647 3.240 -1.044 0.197
H 1.177 -4.348 0.982 0.216
H -0.155 -3.423 0.188 0.208
H 1.530 -3.066 -0.454 0.218
H -1.634 3.350 2.261 0.234
H 0.028 4.116 1.752 0.243
H -1.588 4.429 0.630 0.216
H 2.152 -2.098 1.574 0.201
H 0.642 -2.569 2.306 0.176
H -1.838 -1.798 -1.880 0.424
H 1.857 0.004 -1.605 0.469
```

Calculated values
* E_LUMO (alpha / beta): -0.6 / -0.6 eV
* charge: 0
* energy above the lowest of the compared OMol25 structures with the same formula, charge and spin: 267.8 kJ/mol
* highest occupied orbital energy (alpha / beta): -8.75 / -8.75 eV
* orbital gap (alpha / beta): 8.195 / 8.195 eV



5.
Density functional theory data (the ωB97M-V functional and the def2-TZVPD basis) for a structure of composition C2HLiO2.

The geometry in XYZ format:
```
6
Properties=species:S:1:pos:R:3:nbo_charge:R:1
C -1.454 -0.113 -0.373 0.503
C -0.394 -0.809 -0.257 -0.997
H -0.492 -1.821 0.191 0.212
O 2.708 0.220 -0.271 -0.951
Li 1.059 0.285 0.628 0.908
O -2.261 0.791 -0.274 -0.676
```

Calculated values
* E_LUMO (alpha / beta): 3.1 / 3.1 eV
* charge: -1
* energy above the lowest of the compared OMol25 structures with the same formula, charge and spin: 0.0 kJ/mol
* highest occupied orbital energy (alpha / beta): -3.71 / -3.68 eV
* orbital gap (alpha / beta): 6.832 / 6.795 eV
* spin multiplicity: 2
* expectation value of S²: 0.76



6.
Density functional theory data (the ωB97M-V functional and the def2-TZVPD basis) for a cluster of 2 separate species, C3H8N2O in total.

The geometry in XYZ format:
```
14
Properties=species:S:1:pos:R:3:nbo_charge:R:1
C 0.476 -0.699 -2.154 -0.458
N -0.456 -2.211 0.034 -0.887
C 0.857 -1.603 -0.030 0.254
N 1.300 -0.931 -0.981 -0.401
H 1.006 -1.081 -3.026 0.205
H 0.371 0.372 -2.292 0.202
H -0.511 -1.145 -2.112 0.203
H -0.321 -3.200 0.218 0.367
H -0.917 -1.881 0.874 0.369
H 1.492 -1.768 0.841 0.145
O -1.562 2.720 1.847 -0.492
C -0.453 2.765 1.396 0.278
H -0.090 3.651 0.850 0.107
H 0.295 1.993 1.636 0.107
```

Calculated values
* E_LUMO: 0.8 eV
* charge: 0
* energy above the lowest of the compared OMol25 structures with the same formula, charge and spin: 258.4 kJ/mol
* highest occupied orbital energy: -9.67 eV
* orbital gap: 10.427 eV